A 2-piece molecular cluster, C14H28BFO6P overall at a distorted geometry. Source: the Open Molecules 2025 dataset; level of theory: ωB97M-V/def2-TZVPD.

Computed properties:
Molecular weight in g/mol: 353.2
LUMO energy in eV: -4.0491
Calculated total energy in Eh: -1467.53881
Net charge: +1

Last column: Löwdin charge in e.
Positions of all 51 atoms, in Å:
P  0.80143  2.92399  0.69692  1.1431
F  0.07738  0.93346  -2.27762  -0.0232
O  -0.89681  1.91207  2.78196  0.1189
O  1.13947  -3.05800  -0.58863  0.1496
O  -4.39455  0.53858  -2.68058  0.1669
O  -2.90600  0.00611  -4.29195  0.0702
O  -2.70926  -0.89930  -2.25543  0.0350
O  2.02584  -3.54004  1.33942  0.0133
C  2.68913  -0.67553  1.29248  -0.1602
C  -1.77773  -1.59038  -3.09271  -0.1181
C  2.14024  1.85287  1.35001  -0.2850
C  2.89533  -1.59923  2.51095  -0.1518
C  -0.43651  -3.74476  0.96604  0.0355
C  -1.63678  -0.65389  -4.26900  -0.1187
C  1.17311  1.56331  -1.76784  -0.2166
C  -3.43576  -0.05913  -3.04269  -0.5685
C  -2.28370  2.77099  0.85879  -0.1589
C  1.63919  0.41534  1.58259  -0.2424
C  -2.86296  1.44226  0.29760  -0.0612
C  0.72477  2.88483  -1.12867  -0.2444
C  1.90493  -2.73708  2.51286  -0.1891
C  0.95982  -3.41039  0.50493  -0.5642
B  -0.91571  2.49268  1.54689  -0.5270
H  1.27502  0.36225  2.59885  0.1023
H  1.06344  4.26010  1.06074  0.0630
H  -2.42348  1.17809  -0.65981  0.0561
H  -0.83975  -1.75574  -2.56581  0.1212
H  -1.08943  -3.66897  0.11601  0.0827
H  2.42678  2.29204  2.29999  0.1026
H  3.00807  1.90231  0.70555  0.0955
H  3.91458  -1.97115  2.50072  0.1224
H  1.39640  3.65978  -1.48467  0.0965
H  -2.70734  0.61013  0.97787  0.0767
H  -0.25167  3.16887  -1.49867  0.1007
H  1.69633  0.90271  -1.08233  0.1018
H  -2.94668  3.14093  1.63257  0.1160
H  -0.74366  -3.03773  1.73055  0.0740
H  -0.52908  -4.75031  1.36263  0.1003
H  -0.90638  0.94559  2.68325  0.1196
H  0.89427  -2.38232  2.69085  0.1114
H  0.78336  0.20544  0.93350  0.1014
H  -0.85583  0.09413  -4.11749  0.1096
H  2.75259  -1.07411  3.45030  0.1177
H  2.32969  -1.31519  0.49515  0.0880
H  -2.19458  3.48838  0.04459  0.0945
H  -2.20231  -2.55514  -3.37586  0.1368
H  -1.45166  -1.17398  -5.20543  0.1371
H  2.14133  -3.36171  3.37060  0.1338
H  -3.92438  1.56127  0.13575  0.0889
H  3.63338  -0.26835  0.94944  0.1159
H  1.83610  1.77397  -2.59518  0.1301